A structure of composition C27H31BN6OS2Zr in a non-equilibrium geometry. Source: the OMol25 dataset; level of theory: ωB97M-V/def2-TZVPD.

Last column: natural (NBO) charge in e.
Positions of all 69 atoms, in Å:
Zr: 0.07531 0.07237 0.36085  1.951
C: -2.67577 2.23250 -2.52735  -0.350
C: -1.66431 2.19855 -1.57322  0.007
N: -1.50885 0.95699 -1.10338  -0.419
N: -2.40848 0.17969 -1.75213  -0.302
C: -3.11370 0.92277 -2.61031  0.030
B: -2.39806 -1.35289 -1.60060  0.542
N: -1.01146 -1.86111 -2.06216  -0.305
C: -0.71791 -2.83554 -2.92896  0.015
C: 0.65635 -2.97117 -2.99401  -0.349
C: 1.14055 -2.01809 -2.10297  0.011
N: 0.13127 -1.34362 -1.54606  -0.412
N: -2.57199 -1.71733 -0.11453  -0.305
C: -3.48300 -2.52026 0.43975  0.023
C: -3.16912 -2.69018 1.77501  -0.351
C: -2.01201 -1.94226 1.96061  0.026
N: -1.64497 -1.35025 0.81429  -0.447
H: -3.03439 3.08725 -3.07621  0.240
H: -1.03832 3.00126 -1.21497  0.241
H: -3.87581 0.46994 -3.22621  0.227
H: -3.27152 -1.84397 -2.26176  -0.026
H: -1.50609 -3.36265 -3.44540  0.226
H: 1.22514 -3.65670 -3.59933  0.238
H: 2.15921 -1.78650 -1.83803  0.243
H: -4.28690 -2.92318 -0.15815  0.227
H: -3.69590 -3.27486 2.51090  0.239
H: -1.42288 -1.80321 2.84847  0.254
S: 0.05343 0.37266 2.89013  -0.290
C: 1.81042 0.32196 3.08808  -0.171
C: 2.39368 1.05496 4.12686  -0.215
C: 3.75642 1.00816 4.35998  -0.215
C: 4.57233 0.22798 3.54539  -0.240
C: 4.01194 -0.49457 2.50644  -0.164
C: 2.63527 -0.46298 2.26363  -0.194
S: 1.99341 -1.42325 0.91606  -0.266
H: 1.75135 1.66187 4.75410  0.217
H: 4.18250 1.58305 5.17349  0.212
H: 5.64129 0.18440 3.71650  0.212
H: 4.63690 -1.09640 1.85657  0.211
C: -0.19482 3.94570 2.99254  -0.596
C: -0.69801 3.71447 1.56518  -0.246
C: -1.98555 4.50999 1.32108  -0.603
C: 0.40595 4.03385 0.57404  0.022
C: 0.67614 5.36929 0.28172  -0.226
C: 1.70238 5.73226 -0.56873  -0.224
C: 2.48120 4.74013 -1.14060  -0.198
C: 2.25923 3.39389 -0.87882  -0.036
C: 3.18633 2.38088 -1.52780  -0.234
C: 4.05360 1.64363 -0.50038  -0.597
C: 2.46861 1.40230 -2.46322  -0.581
C: 1.20494 3.04636 -0.02174  0.259
O: 0.96840 1.71936 0.23044  -0.865
H: -0.94867 3.64249 3.72430  0.212
H: 0.02726 5.00766 3.13788  0.198
H: 0.71258 3.37130 3.18576  0.223
H: -0.94135 2.66304 1.48100  0.212
H: -1.85779 5.55965 1.59368  0.201
H: -2.79207 4.10911 1.93870  0.214
H: -2.30581 4.47083 0.27822  0.206
H: 0.07087 6.14073 0.74443  0.209
H: 1.90065 6.77670 -0.77826  0.213
H: 3.29591 5.01056 -1.80407  0.207
H: 3.85782 2.97162 -2.15293  0.200
H: 3.44604 1.04054 0.17207  0.224
H: 4.62691 2.35129 0.10407  0.212
H: 4.75783 0.97677 -1.00620  0.204
H: 1.97886 0.61207 -1.90383  0.197
H: 3.18792 0.92592 -3.13271  0.209
H: 1.71760 1.90636 -3.07529  0.211

Results
Gap between HOMO and LUMO: 7.6 eV

---

A structure of composition C27H31Br4CaClGeIN2O7. Source: the OMol25 dataset; level of theory: ωB97M-V/def2-TZVPD.

Last column: natural (NBO) charge in e.
Positions of all 75 atoms, in Å:
Ca: 0.28959 0.43843 -0.16986  1.784
C: -4.40560 0.89601 1.92181  -0.642
C: -3.64978 1.29387 0.65730  0.272
C: -3.87575 0.24153 -0.42389  -0.622
C: -4.13816 2.65850 0.17454  -0.618
O: -2.25079 1.41048 0.88116  -0.995
Ge: -1.33149 0.82401 2.41640  1.321
O: 0.17681 1.74548 1.64478  -1.042
C: 0.47512 3.12270 1.90348  0.274
C: -0.29446 3.65847 3.10256  -0.642
C: 0.10754 3.91250 0.64722  -0.634
C: 1.97884 3.19712 2.16494  -0.616
O: -0.79292 -0.75725 1.42145  -1.038
C: -0.70566 -2.02928 2.07509  0.270
C: 0.25568 -1.94794 3.26012  -0.642
C: -2.10046 -2.45036 2.52452  -0.632
C: -0.16034 -3.01366 1.04669  -0.619
H: -5.47842 0.86374 1.71931  0.212
H: -4.10559 -0.09380 2.27362  0.212
H: -4.23648 1.61355 2.72694  0.216
H: -4.93902 0.06601 -0.60485  0.205
H: -3.42645 0.56728 -1.36241  0.191
H: -3.40773 -0.70086 -0.13371  0.216
H: -5.19815 2.63600 -0.08956  0.202
H: -3.99458 3.40821 0.95463  0.210
H: -3.57051 2.96802 -0.70490  0.206
H: -1.37306 3.61835 2.93553  0.217
H: -0.05917 3.10210 4.01100  0.220
H: -0.02503 4.70381 3.26601  0.216
H: -0.95752 3.80472 0.44068  0.226
H: 0.34364 4.97343 0.75879  0.210
H: 0.67764 3.54142 -0.21032  0.202
H: 2.24780 2.54189 2.99408  0.219
H: 2.53131 2.87401 1.27873  0.200
H: 2.29266 4.21543 2.40391  0.208
H: -0.13998 -1.31020 4.05219  0.216
H: 0.42496 -2.94136 3.68119  0.208
H: 1.21443 -1.54403 2.92899  0.228
H: -2.50414 -1.73407 3.24328  0.215
H: -2.77427 -2.50270 1.66720  0.210
H: -2.07747 -3.42908 3.00775  0.211
H: 0.84151 -2.71447 0.74058  0.215
H: -0.10862 -4.02410 1.45794  0.210
H: -0.80699 -3.03916 0.16554  0.203
Cl: 0.15629 -5.25417 -5.56575  0.023
C: -0.21546 -3.89057 -4.55914  0.017
C: -1.41950 -3.27369 -4.70976  -0.261
C: -1.75929 -2.16375 -3.89896  -0.171
I: -3.62770 -1.31695 -4.15299  0.220
C: -0.85610 -1.70321 -2.97569  0.192
O: -1.09999 -0.65162 -2.13712  -0.484
C: 0.40664 -2.33877 -2.80721  0.214
N: 1.23047 -1.83591 -1.85530  -0.468
C: 2.38094 -2.43234 -1.67913  0.085
C: 2.81109 -3.55155 -2.42244  -0.238
C: 1.99457 -4.06417 -3.38834  -0.132
C: 0.73821 -3.45509 -3.60416  -0.141
H: -2.12568 -3.63447 -5.44292  0.246
H: 3.01689 -2.04183 -0.89368  0.215
H: 3.77867 -3.98351 -2.20979  0.230
H: 2.28544 -4.91774 -3.98317  0.238
Br: 6.84326 2.78981 -2.03088  0.129
C: 5.43046 1.83812 -1.23897  -0.142
C: 5.67787 1.03655 -0.07850  -0.124
Br: 7.41145 0.95958 0.64512  0.127
C: 4.66370 0.32964 0.50552  -0.233
Br: 4.90388 -0.75212 2.01757  0.114
C: 3.32536 0.36772 -0.01262  0.393
O: 2.38650 -0.28793 0.49833  -0.713
C: 3.06578 1.20934 -1.18793  0.319
O: 1.89771 1.29896 -1.64592  -0.723
C: 4.17197 1.91463 -1.77322  -0.194
Br: 3.76474 2.95097 -3.28090  0.114
O: -1.08290 1.51066 -2.09985  -0.210
N: -1.12422 0.67866 -2.88265  0.475

Results
Gap between HOMO and LUMO (spin up / spin down): 6.5 / 6.1 eV
Multiplicity: 2

---

A structure of composition C27H31F5GeN3OV in a non-equilibrium geometry. Source: the OMol25 dataset; level of theory: ωB97M-V/def2-TZVPD.

Last column: natural (NBO) charge in e.
Positions of all 69 atoms, in Å:
V: 0.99250 0.11801 0.94567  1.217
O: 1.76243 1.45574 0.35116  -0.521
N: 2.44715 2.57176 0.44368  0.081
C: 3.44555 2.55853 1.26369  -0.004
C: 3.64392 1.34580 2.01020  0.290
N: 3.42261 0.28396 2.39747  -0.269
C: 4.22198 3.73802 1.43664  0.214
N: 4.83445 4.68831 1.63155  -0.158
C: -1.00555 -0.03181 4.89079  -0.608
C: -1.06442 0.25292 3.40460  0.013
C: -2.15991 -0.52759 2.69386  -0.593
C: 0.24223 0.48981 2.69999  -0.633
C: -0.76872 1.65047 2.91724  -0.036
C: -0.28833 2.73188 3.80884  -0.171
C: 0.00908 3.93455 3.29841  -0.217
C: -0.16300 4.20621 1.87602  -0.224
C: -0.89310 3.38015 1.12323  -0.172
C: -1.59088 2.21760 1.77178  -0.446
H: -0.96097 -1.10778 5.06049  0.227
H: -1.89903 0.35417 5.38528  0.228
H: -0.13104 0.41511 5.36123  0.215
H: -2.20959 -1.53444 3.10762  0.234
H: -1.96122 -0.62190 1.62581  0.189
H: -3.13293 -0.05458 2.83641  0.225
H: 1.10527 0.51028 3.37377  0.231
H: -0.11633 2.51074 4.85472  0.225
H: 0.39900 4.72192 3.93068  0.231
H: 0.30137 5.08926 1.45537  0.230
H: -1.07137 3.57358 0.07062  0.211
H: -2.53036 2.58954 2.20524  0.248
C: -0.76958 2.12897 -6.06426  -0.603
C: 0.18671 1.52758 -5.03770  -0.388
C: -0.55755 1.02819 -3.79899  -0.407
C: 0.41263 0.43810 -2.76987  -0.884
Ge: -0.41772 -0.01917 -1.03129  1.342
C: -2.27499 -0.69611 -1.25049  -0.871
C: -2.26621 -2.22407 -1.12316  -0.407
C: -1.35226 -2.87385 -2.16249  -0.391
C: -1.51701 -4.38697 -2.23245  -0.604
H: -0.22319 2.50309 -6.92899  0.225
H: -1.32953 2.95928 -5.63122  0.205
H: -1.48327 1.38019 -6.41102  0.206
H: 0.92364 2.27645 -4.73614  0.201
H: 0.73433 0.69447 -5.48596  0.203
H: -1.28382 0.26988 -4.10255  0.203
H: -1.11661 1.86307 -3.36419  0.197
H: 1.23292 1.12999 -2.56584  0.244
H: 0.86322 -0.48180 -3.15693  0.260
H: -1.86165 1.45483 1.04081  0.210
H: -2.62124 -0.39179 -2.23950  0.241
H: -2.93247 -0.24731 -0.50340  0.251
H: -3.28752 -2.59263 -1.24382  0.229
H: -1.93855 -2.51772 -0.12077  0.205
H: -0.30556 -2.62777 -1.91566  0.178
H: -1.56085 -2.43890 -3.14456  0.204
H: -1.32419 -4.85137 -1.26413  0.209
H: -0.83251 -4.82071 -2.96078  0.223
H: -2.53436 -4.63906 -2.53310  0.218
F: 2.92851 -0.92510 -1.12503  -0.310
C: 2.53995 -1.96294 -0.35690  0.395
C: 1.52314 -1.72685 0.55877  -0.614
C: 1.12973 -2.80022 1.34604  0.412
F: 0.13915 -2.60212 2.22881  -0.300
C: 1.70906 -4.04880 1.24028  0.256
F: 1.31226 -5.05628 2.00142  -0.267
C: 2.72271 -4.23822 0.30823  0.335
F: 3.27897 -5.42264 0.18398  -0.256
C: 3.15093 -3.18933 -0.50013  0.256
F: 4.12200 -3.38259 -1.37905  -0.268

Results
Total charge: +1
Gap between HOMO and LUMO (spin up / spin down): 6.4 / 6.3 eV
Multiplicity: 2

---

A structure of composition C27H31IrN3O4PS2. Source: the OMol25 dataset; level of theory: ωB97M-V/def2-TZVPD.

Last column: natural (NBO) charge in e.
Positions of all 69 atoms, in Å:
Ir: -0.38447 -0.23758 -0.07239  0.856
C: 1.06839 2.12147 -1.30372  -0.639
C: 0.28795 2.25955 -2.58302  -0.031
C: 0.76469 3.14764 -3.53666  -0.219
C: 0.17360 3.26195 -4.78332  -0.247
C: -0.86688 2.40927 -5.09686  -0.207
C: -1.37396 1.49671 -4.17754  -0.021
C: -2.37653 0.49159 -4.66920  -0.637
C: -0.85982 1.48006 -2.85852  0.158
N: -1.34628 0.59085 -1.89541  -0.677
C: -2.65930 0.27447 -1.78498  0.623
O: -3.65384 0.88427 -2.16505  -0.651
C: -2.80001 -1.10381 -1.17437  0.129
C: -3.84725 -1.97677 -1.39363  -0.208
C: -3.70538 -3.30344 -0.99716  -0.180
C: -2.50644 -3.74533 -0.44663  -0.204
C: -1.50212 -2.82461 -0.23343  0.126
N: -1.71388 -1.54031 -0.53391  -0.320
C: -0.06915 -3.12108 0.12142  0.614
O: 0.31060 -4.26253 0.35690  -0.655
N: 0.67480 -1.99893 0.00376  -0.706
C: 2.08989 -2.08918 0.00379  0.222
C: 2.81246 -2.36088 1.16737  -0.026
C: 2.12886 -2.67123 2.46982  -0.646
C: 4.20366 -2.37876 1.09569  -0.217
C: 4.86464 -2.13425 -0.09487  -0.224
C: 4.13356 -1.88099 -1.24703  -0.222
C: 2.74666 -1.86378 -1.21604  -0.031
C: 1.94510 -1.62312 -2.46637  -0.634
H: 1.99885 2.68831 -1.37113  0.212
H: 1.35591 1.06832 -1.12960  0.205
H: 0.51893 2.48490 -0.43890  0.242
H: 1.63245 3.75087 -3.29394  0.196
H: 0.55468 3.96443 -5.51391  0.199
H: -1.28653 2.41760 -6.09710  0.194
H: -2.30927 0.40508 -5.75463  0.198
H: -3.39462 0.76497 -4.39332  0.246
H: -2.18195 -0.49135 -4.23237  0.211
H: -4.73377 -1.60862 -1.89019  0.240
H: -4.51508 -4.00329 -1.15949  0.213
H: -2.32197 -4.78148 -0.20023  0.241
H: 1.06799 -2.43549 2.44071  0.248
H: 2.58715 -2.11089 3.28827  0.203
H: 2.22720 -3.73369 2.70196  0.226
H: 4.77211 -2.59150 1.99482  0.197
H: 5.94727 -2.15008 -0.12981  0.200
H: 4.64435 -1.69978 -2.18603  0.199
H: 2.59933 -1.41272 -3.31255  0.205
H: 1.24795 -0.79210 -2.33844  0.234
H: 1.33998 -2.50061 -2.70565  0.220
C: -2.37790 3.36606 5.37342  -0.625
C: -2.54569 2.96582 3.92467  -0.063
O: -2.49793 1.53334 3.82296  -0.833
P: -1.33906 0.81298 2.99206  1.672
S: -1.57655 -1.10924 3.10461  -0.630
S: -1.30453 1.66082 1.13774  -0.644
O: -0.05042 1.40054 3.78037  -0.849
C: 1.25066 1.07527 3.27319  -0.072
C: 2.24381 1.19124 4.40537  -0.622
H: -2.47889 4.44866 5.47544  0.200
H: -1.39432 3.06638 5.73425  0.218
H: -3.13594 2.88381 5.99080  0.208
H: -1.76959 3.41249 3.30040  0.193
H: -3.51524 3.27443 3.53178  0.182
H: 1.48360 1.76696 2.45906  0.183
H: 1.23414 0.06063 2.86824  0.200
H: 2.23764 2.19996 4.82022  0.204
H: 3.24824 0.97028 4.03956  0.209
H: 1.99743 0.48543 5.19877  0.213

Results
Total charge: -1
Gap between HOMO and LUMO (spin up / spin down): 6.6 / 7.0 eV
Multiplicity: 2